# 1
Computed, not measured: an isolated molecule of C6H13NO in a non-equilibrium geometry, with ωB97M-V/def2-TZVPD.

Values from the calculation:
- ΔE to the lowest compared entry with this formula, charge and spin (eV) = 1.1128
- LUMO energy (Eh) = 0.02970
- SMILES string = CCCC(=O)N(C)C
- calculated total energy (eV) = -9970.0615
- Kohn-Sham gap (eV) = 9.9912

The geometry in XYZ format:
```
21
Properties=species:S:1:pos:R:3:forces:R:3
C -0.5435 -1.6010 -2.3990 0.3 -0.7 -0.6
C 0.4562 -1.0055 -1.4276 0.9 -1.3 0.5
C 0.1360 -1.3503 0.0499 -0.6 1.1 -0.4
C -0.6413 -0.2653 0.8332 0.3 -1.6 0.8
O -1.6866 -0.6135 1.3639 -0.5 0.2 -0.2
N -0.0772 0.9167 1.1464 1.1 1.6 0.3
C 1.1130 1.5229 0.5248 -0.4 -0.9 0.8
C -0.7230 1.8116 2.0816 0.5 0.3 0.9
H -1.5684 -1.4792 -2.0576 -0.2 0.5 -0.5
H -0.3048 -1.2850 -3.4189 -0.7 0.7 0.1
H -0.4282 -2.6850 -2.5640 0.2 0.1 0.8
H 0.6296 0.0487 -1.5670 -0.4 0.4 -0.1
H 1.4264 -1.4595 -1.6653 0.0 0.1 0.0
H -0.5588 -2.1864 0.0990 0.2 -0.1 -0.1
H 1.0153 -1.6211 0.6312 0.2 0.1 0.0
H 0.7886 2.1399 -0.3107 0.5 -0.3 -0.5
H 1.6588 2.1758 1.2110 -0.5 0.0 0.3
H 1.8217 0.7137 0.3754 0.1 0.1 -1.0
H -0.0150 2.1957 2.8359 0.3 -0.5 -0.3
H -1.0211 2.7353 1.5963 -0.8 0.0 -0.3
H -1.4777 1.2915 2.6615 -0.4 0.2 -0.5
```
Positions in Å, forces in eV/Å.

# 2
Computed, not measured: an isolated molecule of C6H13NO in a non-equilibrium geometry, with ωB97M-V/def2-TZVPD.

Values from the calculation:
- ΔE to the lowest compared entry with this formula, charge and spin (eV) = 3.3101
- LUMO energy (Eh) = 0.03007
- SMILES string = CCC[C@H](C=O)NC
- calculated total energy (eV) = -9967.8642
- Kohn-Sham gap (eV) = 10.0947

The geometry in XYZ format:
```
21
Properties=species:S:1:pos:R:3:forces:R:3
C 0.6320 -0.3902 2.6539 -3.2 0.5 0.7
C 1.3618 0.2373 1.5054 -1.2 -0.1 -0.3
C 0.9783 -0.4224 0.1483 1.6 0.7 1.7
C -0.2018 0.1731 -0.6479 2.1 2.1 -1.0
C -1.3784 0.9778 0.0150 2.2 -1.8 -1.7
O -1.1087 2.0859 0.3386 -1.3 1.2 1.1
N -0.7957 -0.7523 -1.5483 1.1 -0.9 -1.1
C 0.1806 -1.3463 -2.5595 -4.9 -0.5 -0.6
H 0.3069 -1.4617 2.6022 0.9 0.8 0.0
H -0.3292 0.1631 2.9200 0.8 -0.6 -0.7
H 1.2269 -0.1250 3.4788 0.6 -0.6 1.7
H 2.3768 0.2222 1.9048 0.5 -0.1 -1.5
H 1.0300 1.2623 1.4687 0.3 0.6 0.0
H 0.6533 -1.3773 0.4396 -0.2 -1.8 0.2
H 1.9831 -0.5485 -0.3217 -1.3 0.2 -0.9
H 0.3596 0.9591 -1.2754 -1.3 -0.7 0.7
H -2.3655 0.4460 -0.1505 0.3 0.8 0.7
H -1.0993 -1.5318 -0.9589 -0.1 -0.1 -0.5
H 0.8347 -2.0374 -2.1843 2.3 -1.2 1.3
H 0.5622 -0.7721 -3.3735 0.4 1.3 0.2
H -0.5348 -1.9962 -3.1114 0.5 0.1 0.0
```
Positions in Å, forces in eV/Å.

# 3
Computed, not measured: an isolated molecule of C6H13NO in a non-equilibrium geometry, with ωB97M-V/def2-TZVPD.

Values from the calculation:
- ΔE to the lowest compared entry with this formula, charge and spin (eV) = 1.1033
- LUMO energy (Eh) = 0.03270
- SMILES string = CC(C)[C@@](C)(N)C=O
- calculated total energy (eV) = -9970.0711
- Kohn-Sham gap (eV) = 10.4814

The geometry in XYZ format:
```
21
Properties=species:S:1:pos:R:3:forces:R:3
C 0.6565 -0.2497 -1.8535 -0.1 0.2 0.1
C -0.2023 -0.5366 -0.6086 -0.2 -0.4 -0.5
C 0.2031 -1.9057 -0.0496 -0.2 0.0 0.2
C -0.2113 0.6391 0.4361 0.2 -0.4 0.2
C -0.3787 0.1627 1.8886 -0.2 -0.1 0.1
N 1.0094 1.4705 0.4277 -0.3 0.3 -0.5
C -1.3961 1.5790 0.1334 0.0 0.8 -2.1
O -1.7976 1.8486 -0.9994 0.8 -0.7 2.2
H 0.5665 -1.0633 -2.5821 -0.1 0.1 0.2
H 0.3464 0.6736 -2.3518 0.0 -0.1 0.1
H 1.7190 -0.1671 -1.5970 -0.1 0.0 0.0
H -1.2301 -0.6634 -0.9774 0.1 0.2 0.2
H 1.2332 -1.9052 0.3180 0.0 0.0 0.0
H -0.4628 -2.2193 0.7606 0.2 0.0 0.0
H 0.1210 -2.6738 -0.8277 0.1 0.2 0.0
H -0.4266 1.0088 2.5864 0.1 0.0 -0.4
H -1.3067 -0.4046 2.0177 0.1 -0.1 0.0
H 0.4613 -0.4641 2.2107 -0.2 0.1 -0.2
H 1.1089 1.9064 -0.4921 0.0 -0.1 0.3
H 1.8314 0.8819 0.5525 -0.2 0.1 0.1
H -1.8446 2.0824 1.0075 0.0 -0.1 0.0
```
Positions in Å, forces in eV/Å.

# 4
Computed, not measured: a cluster of 2 separate species, C6H13NO in total in a non-equilibrium geometry, with ωB97M-V/def2-TZVPD.

Values from the calculation:
- ΔE to the lowest compared entry with this formula, charge and spin (eV) = 2.6202
- LUMO energy (Eh) = 0.03026
- SMILES string = [H]/N=C(\C)CC.C=CO
- calculated total energy (eV) = -9968.5542
- Kohn-Sham gap (eV) = 9.4748

The geometry in XYZ format:
```
21
Properties=species:S:1:pos:R:3:forces:R:3
H -0.6125 1.2610 2.1899 0.9 0.0 -0.1
N -0.7102 1.3291 1.1787 -0.6 -0.4 -0.7
C -0.4154 0.2594 0.5408 -2.2 -1.5 2.6
C 0.0680 -1.0471 1.2687 0.2 1.0 -0.8
C -1.1556 -0.0381 -0.7484 1.1 0.6 -0.7
C -2.5689 -0.5808 -0.5448 0.1 0.1 0.2
H -0.7495 -1.7610 1.2765 -0.2 0.0 0.1
H 0.8815 -1.5433 0.7326 0.0 0.2 0.0
H 0.3879 -0.8431 2.2896 0.0 0.1 0.0
H -1.2176 0.8978 -1.3083 0.0 -0.1 -0.1
H -0.5740 -0.7649 -1.3219 0.0 0.1 -0.2
H -2.5635 -1.5326 -0.0166 0.0 0.0 0.0
H -3.1689 0.1298 0.0209 0.0 0.0 0.0
H -3.0448 -0.7412 -1.5122 0.0 0.0 0.0
C 1.7119 1.4565 -0.4967 2.1 -0.3 -0.5
C 2.5030 0.4240 -0.1561 -0.8 1.0 -0.3
O 2.7916 -0.6375 -0.9484 -0.2 -0.4 -0.1
H 1.3665 1.5583 -1.5172 -0.2 -0.2 -0.1
H 1.7774 2.3817 0.0499 -0.5 -0.2 0.5
H 2.9195 0.3074 0.8347 0.2 0.1 0.0
H 2.3736 -0.5153 -1.8116 0.1 0.0 0.1
```
Positions in Å, forces in eV/Å.

# 5
Computed, not measured: an isolated molecule of C6H13NO, with ωB97M-V/def2-TZVPD.

Values from the calculation:
- ΔE to the lowest compared entry with this formula, charge and spin (eV) = 1.4175
- LUMO energy (Eh) = 0.03472
- SMILES string = CC(C)CNCC=O
- calculated total energy (eV) = -9969.7569
- Kohn-Sham gap (eV) = 10.2897

The geometry in XYZ format:
```
21
Properties=species:S:1:pos:R:3:forces:R:3
C -2.4236 1.1924 -1.9296 -0.1 -0.2 0.3
C -1.1037 0.4963 -1.5966 -0.1 0.4 0.2
C 0.0974 1.2207 -2.2318 0.1 -0.1 -0.2
C -0.9412 0.3579 -0.0897 0.4 -0.4 -0.1
N 0.2008 -0.5137 0.2050 -0.3 -0.1 0.1
C 0.4061 -0.6914 1.6340 0.4 0.0 0.0
C 1.7951 -1.2476 1.8871 -0.3 -0.2 0.1
O 2.4224 -1.0908 2.9015 -0.1 0.0 -0.3
H -2.6869 1.0289 -2.9662 0.0 0.2 -0.3
H -3.2674 0.8217 -1.3394 0.2 -0.1 0.0
H -2.3501 2.2605 -1.7221 0.0 0.1 -0.1
H -1.1442 -0.5315 -1.9544 -0.1 -0.1 -0.3
H 0.7942 1.5642 -1.4734 0.1 0.0 0.2
H -0.1919 2.0985 -2.8136 -0.2 -0.1 0.0
H 0.6638 0.5661 -2.8963 0.0 0.0 0.0
H -0.7176 1.3178 0.3783 -0.3 0.2 0.0
H -1.8672 -0.0614 0.3260 -0.1 0.2 0.2
H -0.0037 -1.4224 -0.2003 0.2 0.0 -0.1
H -0.3139 -1.3689 2.1086 -0.1 -0.1 0.1
H 0.3144 0.2581 2.1517 0.0 0.2 0.0
H 2.1654 -1.8712 1.0413 0.2 0.1 0.2
```
Positions in Å, forces in eV/Å.

# 6
Computed, not measured: an isolated molecule of C6H13NO in a non-equilibrium geometry, with ωB97M-V/def2-TZVPD.

Values from the calculation:
- ΔE to the lowest compared entry with this formula, charge and spin (eV) = 3.0919
- LUMO energy (Eh) = 0.03511
- SMILES string = NCCC/C=C/CO
- calculated total energy (eV) = -9968.0825
- Kohn-Sham gap (eV) = 9.8256

The geometry in XYZ format:
```
21
Properties=species:S:1:pos:R:3:forces:R:3
N -1.7603 3.0175 1.3863 -1.1 -1.3 -0.7
C -2.2796 1.5950 1.1506 1.3 2.5 0.1
C -1.6882 1.0114 -0.1538 -0.6 -0.6 0.2
C -1.0106 -0.3771 0.0822 -2.3 -0.9 -1.2
C 0.3335 -0.6807 -0.5429 0.3 0.5 2.8
C 1.1468 -1.4943 0.1343 0.2 -1.3 -1.6
C 2.4735 -1.9876 -0.4118 -0.2 0.8 -0.8
O 2.7642 -1.4762 -1.7238 -0.1 -0.7 0.4
H -1.2829 3.0658 2.2596 0.8 0.4 0.0
H -1.2819 3.3048 0.5441 0.5 0.3 0.7
H -1.9189 1.0017 1.9909 -0.6 -0.1 0.1
H -3.3443 1.8376 1.1543 -0.1 -1.4 -0.2
H -0.9361 1.6866 -0.5560 0.1 0.2 0.0
H -2.5312 1.0179 -0.8516 0.4 -0.4 -0.4
H -1.6302 -1.2494 -0.2454 -0.2 0.9 -0.9
H -1.2643 -0.6256 1.1101 1.7 0.2 0.7
H 0.7085 -0.1037 -1.3738 -0.3 -0.1 -0.4
H 0.7757 -2.1005 0.9575 0.0 0.4 0.3
H 3.2466 -1.6830 0.2915 0.4 -0.3 0.1
H 2.5257 -3.0590 -0.6038 -0.3 -0.1 0.6
H 2.9069 -0.5464 -1.6390 0.2 1.0 0.0
```
Positions in Å, forces in eV/Å.

# 7
Computed, not measured: an isolated molecule of C6H13NO in a non-equilibrium geometry, with ωB97M-V/def2-TZVPD.

Values from the calculation:
- ΔE to the lowest compared entry with this formula, charge and spin (eV) = 3.1352
- LUMO energy (Eh) = 0.03355
- SMILES string = CN1CCC[C@H]1CO
- calculated total energy (eV) = -9968.0391
- Kohn-Sham gap (eV) = 9.4492

The geometry in XYZ format:
```
21
Properties=species:S:1:pos:R:3:forces:R:3
C -0.2229 1.3311 -1.6506 0.3 1.4 2.9
N -0.6378 0.5477 -0.4094 3.6 -1.6 -2.4
C -0.6827 1.2694 0.8056 -1.4 2.8 0.0
C 0.4515 0.8901 1.7112 2.1 -0.6 -2.2
C 0.6095 -0.6438 1.3539 -5.1 1.7 -0.5
C 0.3687 -0.6348 -0.1848 -3.5 1.7 1.4
C -0.4118 -1.6594 -0.9100 0.2 -2.2 -0.3
O -0.0391 -2.9988 -0.5916 3.2 -0.6 0.5
H 0.7679 2.0151 -1.5955 -1.8 -1.9 -0.1
H -0.3525 0.7353 -2.5250 0.4 -0.4 -0.6
H -1.0465 2.0098 -1.6036 -0.4 1.1 -0.9
H -1.6764 1.0398 1.2327 0.4 0.4 0.4
H -0.6650 2.3540 0.4733 -0.2 -0.8 1.1
H 1.3980 1.5068 1.4431 -1.4 -1.2 0.3
H 0.2986 0.9818 2.7398 -0.5 0.5 1.6
H 1.5202 -0.9475 1.5731 4.3 -1.7 1.1
H -0.1492 -1.2149 2.0333 1.1 0.7 -1.7
H 1.2494 -0.4285 -0.7186 1.6 0.3 -0.5
H -0.2782 -1.4823 -1.9759 0.1 0.0 -0.3
H -1.4875 -1.6369 -0.7775 0.0 0.3 0.6
H 0.9858 -3.0340 -0.4234 -3.0 0.1 -0.6
```
Positions in Å, forces in eV/Å.

# 8
Computed, not measured: an isolated molecule of C6H13NO in a non-equilibrium geometry, with ωB97M-V/def2-TZVPD.

Values from the calculation:
- ΔE to the lowest compared entry with this formula, charge and spin (eV) = 3.1643
- LUMO energy (Eh) = 0.03908
- SMILES string = CN/C=C/CCCO
- calculated total energy (eV) = -9968.0100
- Kohn-Sham gap (eV) = 8.9962

The geometry in XYZ format:
```
21
Properties=species:S:1:pos:R:3:forces:R:3
C -2.2388 -2.7646 -0.2964 1.9 -0.9 0.1
N -1.9635 -1.6007 0.5574 -1.6 1.0 -1.3
C -0.9148 -0.6950 0.2088 -0.3 -1.6 2.0
C -0.8812 0.5490 0.6972 0.8 0.2 -0.6
C 0.3030 1.4859 0.8842 -1.4 0.3 -2.2
C 1.0458 1.7503 -0.4876 0.3 0.4 2.1
C 2.1293 0.7084 -0.6931 1.1 1.4 -1.0
O 3.4704 1.0558 -0.3443 1.0 -0.1 0.2
H -1.5601 -2.8204 -1.1508 -0.3 0.5 -0.4
H -3.2525 -2.9772 -0.6263 -0.1 0.6 0.2
H -1.8750 -3.6394 0.2394 -0.4 -0.3 0.4
H -2.8225 -1.0702 0.6516 0.0 0.0 0.4
H -0.0834 -1.3538 -0.0354 0.6 0.9 -0.3
H -1.7722 1.1040 0.9300 -0.8 -0.6 0.3
H 0.9506 1.1718 1.6916 0.4 -0.1 0.0
H -0.2202 2.3984 1.1885 0.7 0.2 0.2
H 1.4075 2.7849 -0.4240 0.6 -0.3 -0.2
H 0.4262 1.7662 -1.3745 -0.7 -0.3 0.2
H 2.2909 0.6653 -1.7848 -0.6 -1.1 0.4
H 1.8766 -0.2157 -0.1708 -0.1 -0.1 -0.5
H 3.6838 1.6969 0.3393 -1.0 0.0 0.2
```
Positions in Å, forces in eV/Å.